# 1
Formula: C31H36BrCaN2O4S2Sb
Source: the OMol25 dataset
Level of theory: ωB97M-V/def2-TZVPD

Geometry as XYZ:
```
78
Properties=species:S:1:pos:R:3:forces:R:3
Ca 0.361 -0.600 -0.325 -0.66 -0.79 -0.48
C 4.399 -1.572 0.222 0.14 -0.05 -0.01
C 3.333 -0.746 -0.445 -0.07 0.43 -0.17
O 2.383 -1.372 -0.958 0.34 -0.17 -0.18
C 3.442 0.704 -0.494 0.26 -0.32 0.18
C 4.640 1.296 -0.027 0.03 0.11 -0.02
C 4.881 2.638 -0.135 -0.11 -0.12 -0.03
C 3.908 3.444 -0.758 0.01 0.16 -0.04
C 2.728 2.924 -1.211 0.20 -0.02 0.15
C 2.419 1.545 -1.045 -0.25 -0.20 -0.31
O 1.259 1.116 -1.395 0.22 0.21 0.09
H 4.057 -2.603 0.249 0.03 -0.01 -0.01
H 4.585 -1.232 1.240 -0.05 0.03 0.00
H 5.342 -1.500 -0.325 -0.01 -0.04 -0.01
H 5.401 0.667 0.415 -0.01 0.00 0.02
H 5.803 3.066 0.233 0.02 0.02 -0.02
H 4.100 4.504 -0.884 0.00 0.00 0.02
H 1.979 3.542 -1.689 -0.02 0.02 0.02
S -1.370 -2.882 -1.446 0.51 -0.01 -0.19
C -0.231 -4.035 -1.947 -0.32 -0.32 0.17
N 1.064 -3.731 -2.200 0.23 0.24 0.03
C 2.028 -4.604 -2.585 -0.20 -0.03 0.04
C 1.728 -5.914 -2.767 0.03 0.08 0.01
C 0.398 -6.314 -2.509 0.05 -0.15 -0.02
C -0.543 -5.415 -2.111 -0.14 0.18 -0.03
H 1.377 -2.786 -2.013 0.02 0.13 0.07
H 3.007 -4.172 -2.719 0.03 -0.03 0.00
H 2.492 -6.609 -3.080 -0.03 -0.04 0.01
H 0.121 -7.355 -2.615 0.03 0.00 -0.01
H -1.556 -5.719 -1.895 0.00 0.00 -0.03
C -0.321 2.562 -4.110 0.02 0.04 0.03
C -1.670 1.862 -3.951 0.10 0.11 -0.31
Sb -1.869 0.917 -2.057 0.01 0.03 0.21
C -1.963 2.703 -0.874 0.01 0.11 0.08
C -2.890 3.801 -1.378 -0.05 0.08 -0.02
C -3.972 0.499 -2.111 -0.27 -0.09 -0.05
C -4.766 1.134 -3.249 -0.04 0.03 -0.06
H -0.216 3.003 -5.103 -0.02 -0.01 -0.01
H 0.515 1.882 -3.947 -0.02 -0.03 0.00
H -0.207 3.369 -3.382 -0.03 -0.01 0.01
H -1.802 1.094 -4.716 0.02 0.01 -0.01
H -2.490 2.571 -4.065 -0.02 0.01 -0.04
H -0.932 3.056 -0.793 0.00 0.01 0.00
H -2.252 2.366 0.123 0.00 0.01 0.00
H -2.594 4.166 -2.364 0.02 -0.02 0.00
H -2.894 4.664 -0.708 0.03 -0.02 0.02
H -3.923 3.456 -1.457 0.01 -0.04 0.02
H -4.367 0.805 -1.139 0.00 0.03 0.00
H -4.064 -0.588 -2.149 -0.02 0.00 0.00
H -4.702 2.223 -3.238 0.01 0.01 0.02
H -5.826 0.874 -3.199 0.01 -0.03 0.05
H -4.405 0.806 -4.226 0.03 -0.02 0.01
Br -3.232 2.615 5.648 -0.11 0.03 0.06
C -1.529 2.394 4.857 0.17 -0.02 -0.08
C -0.424 3.011 5.426 -0.03 0.01 0.02
C 0.824 2.838 4.843 0.01 -0.01 -0.02
C 0.970 2.033 3.722 -0.07 0.02 0.10
C -0.148 1.419 3.171 0.09 0.01 0.10
C -1.408 1.609 3.726 0.00 0.07 0.00
C 0.006 0.501 1.999 -0.10 -0.10 -0.06
O -1.030 0.189 1.342 0.16 0.12 0.29
O 1.160 0.061 1.719 -0.19 0.33 0.33
H -0.540 3.620 6.312 -0.01 0.01 -0.01
H 1.684 3.331 5.276 0.01 0.00 0.00
H 1.935 1.873 3.262 0.01 -0.02 0.00
H -2.266 1.137 3.268 0.01 -0.03 0.00
S 1.083 -3.541 1.232 -0.15 0.23 0.28
C -0.100 -3.009 2.320 -0.13 -0.17 -0.18
N 0.244 -2.213 3.366 0.27 0.09 0.12
C -0.604 -1.703 4.293 0.00 -0.10 -0.09
C -1.928 -1.993 4.231 0.13 0.01 -0.03
C -2.363 -2.814 3.167 -0.17 0.03 0.07
C -1.490 -3.308 2.246 0.18 -0.06 -0.10
H 1.218 -1.937 3.385 0.00 0.03 -0.03
H -0.150 -1.066 5.038 -0.04 0.01 0.02
H -2.604 -1.585 4.967 -0.05 -0.01 -0.03
H -3.416 -3.050 3.073 0.00 0.00 0.02
H -1.816 -3.922 1.420 -0.02 0.02 0.01
```
Forces are in eV/Å.

Computed properties:
2S+1: 1
HOMO, eV: -7.610
DFT total energy, Ha: -5901.7802
HOMO-LUMO gap, Eh: 0.2851
Energy above the lowest of the compared OMol25 structures with the same formula, charge and spin, kcal/mol: 16.6

---

# 2
Formula: C31H36F5N6O4PPtS3
Source: the OMol25 dataset
Level of theory: ωB97M-V/def2-TZVPD

Geometry as XYZ:
```
87
Properties=species:S:1:pos:R:3:forces:R:3
Pt 0.275 0.825 0.895 0.03 -0.05 0.01
S -2.744 2.470 7.534 0.01 0.00 -0.01
N -2.615 1.045 6.776 0.00 0.00 0.00
C -1.961 1.264 5.651 0.00 -0.01 -0.01
C -1.624 0.258 4.658 -0.01 0.03 0.02
C -1.925 -1.077 4.757 0.00 -0.02 -0.01
C -1.531 -1.951 3.733 0.00 0.01 0.03
C -0.863 -1.445 2.638 0.00 -0.01 -0.01
N -0.585 -0.144 2.511 -0.08 -0.07 -0.07
C -0.928 0.731 3.512 0.00 0.02 0.01
C -0.561 2.067 3.336 0.01 -0.01 -0.01
N 0.118 2.391 2.170 -0.02 -0.02 0.03
C 0.495 3.669 1.980 -0.01 -0.02 0.00
C 0.245 4.667 2.882 0.00 0.00 0.01
C -0.458 4.366 4.071 -0.01 0.02 -0.01
C -0.860 3.078 4.292 0.01 -0.02 0.02
C -1.592 2.633 5.472 0.01 0.00 -0.01
N -1.977 3.411 6.465 0.00 0.01 0.01
H -2.457 -1.437 5.628 0.00 0.00 0.00
H -1.743 -3.009 3.779 0.00 0.00 0.00
H -0.560 -2.087 1.822 -0.01 0.02 0.01
H 1.008 3.886 1.053 -0.01 0.01 -0.01
H 0.579 5.671 2.664 0.00 0.00 0.00
H -0.687 5.131 4.801 0.01 0.00 0.00
C 4.547 1.304 -0.894 1.34 0.24 0.17
N 4.069 1.030 0.459 0.02 0.01 0.00
C 3.808 2.240 1.230 0.05 -0.02 0.10
C 3.550 -0.149 0.832 -0.12 0.19 0.08
S 2.323 -0.236 2.038 0.04 0.11 -0.09
N 3.994 -1.287 0.287 0.06 -0.14 0.04
C 5.346 -1.456 -0.228 0.00 0.03 0.06
C 3.206 -2.518 0.382 0.03 0.07 -0.05
H 3.979 2.150 -1.285 0.02 0.00 0.00
H 4.372 0.460 -1.548 1.33 0.62 0.48
H 5.608 1.561 -0.893 0.06 0.17 0.18
H 4.579 2.967 0.975 0.01 -0.01 0.01
H 3.842 2.033 2.295 0.00 -0.02 0.02
H 2.831 2.651 0.977 0.06 0.01 -0.02
H 5.980 -0.633 0.088 -0.02 0.05 -0.02
H 5.363 -1.534 -1.317 0.00 0.01 -0.01
H 5.752 -2.378 0.189 0.01 -0.01 0.00
H 2.155 -2.306 0.195 0.00 0.02 0.01
H 3.314 -2.979 1.365 0.01 -0.04 -0.01
H 3.577 -3.201 -0.380 -0.02 -0.01 -0.02
C -1.220 -2.034 -4.584 -0.02 -0.01 -0.01
C -1.132 -2.578 -3.169 -0.04 0.00 0.02
C 0.232 -3.199 -2.903 -0.01 0.00 0.01
C -2.256 -3.577 -2.927 0.00 -0.04 0.00
O -1.317 -1.403 -2.321 0.09 0.02 -0.04
P -1.156 -1.403 -0.733 -0.03 0.00 0.05
O -1.435 -2.726 -0.139 0.00 0.00 0.01
O 0.222 -0.798 -0.372 0.06 0.08 -0.04
O -2.123 -0.220 -0.293 0.04 -0.01 0.03
C -3.571 -0.113 -0.341 -0.01 -0.01 -0.01
C -3.926 0.567 -1.654 0.01 0.01 0.01
C -4.237 -1.474 -0.217 -0.01 0.01 0.00
C -3.917 0.766 0.852 0.00 0.02 -0.01
H -1.124 -2.846 -5.305 0.00 0.00 0.00
H -0.427 -1.311 -4.765 0.00 -0.02 -0.01
H -2.180 -1.541 -4.739 0.01 0.00 0.00
H 0.387 -4.047 -3.572 0.01 0.01 -0.01
H 0.295 -3.555 -1.875 0.00 -0.01 0.01
H 1.026 -2.470 -3.078 -0.01 0.02 0.01
H -2.131 -4.427 -3.600 -0.01 0.00 -0.01
H -3.222 -3.115 -3.141 0.01 0.01 0.00
H -2.246 -3.929 -1.898 0.00 0.00 -0.02
H -3.621 -0.054 -2.496 0.00 0.00 0.00
H -3.413 1.527 -1.730 0.00 0.00 0.00
H -5.002 0.738 -1.711 0.00 -0.01 0.00
H -3.992 -2.116 -1.064 0.00 0.00 0.00
H -5.319 -1.334 -0.191 0.00 0.00 0.00
H -3.920 -1.981 0.693 0.00 0.00 0.00
H -3.352 1.699 0.805 0.00 0.00 -0.01
H -3.671 0.255 1.785 0.01 0.00 -0.01
H -4.982 1.003 0.851 0.00 -0.01 0.01
F 1.461 -0.015 -6.220 0.00 0.01 0.02
C 1.297 0.456 -4.985 -0.01 0.02 0.00
C 2.129 0.036 -3.964 0.01 -0.01 0.03
F 3.113 -0.834 -4.219 0.01 -0.02 0.01
C 1.946 0.524 -2.684 -0.18 0.00 -0.14
F 2.813 0.119 -1.745 -2.74 -1.14 -0.87
C 0.952 1.439 -2.372 -0.15 0.00 -0.01
S 0.816 2.267 -0.827 0.09 0.00 0.02
C 0.111 1.818 -3.415 -0.02 -0.01 0.00
F -0.884 2.680 -3.202 0.05 -0.05 0.00
C 0.276 1.345 -4.705 -0.01 0.03 -0.02
F -0.549 1.734 -5.678 0.04 -0.03 0.03
```
Forces are in eV/Å.

Computed properties:
2S+1: 3
HOMO (alpha / beta), eV: -5.499 / -8.343
DFT total energy, Ha: -3987.0942
HOMO-LUMO gap (alpha / beta), Eh: 0.1953 / 0.2489
Energy above the lowest of the compared OMol25 structures with the same formula, charge and spin, kcal/mol: 14.8

---

# 3
Formula: C31H36F8N3O13P2
Source: the OMol25 dataset
Level of theory: ωB97M-V/def2-TZVPD

Geometry as XYZ:
```
93
Properties=species:S:1:pos:R:3:forces:R:3
N 5.097 6.651 -3.226 -0.43 0.22 1.90
P 5.254 5.508 -1.897 1.97 0.61 -0.32
O 5.129 6.481 -0.449 -2.08 -1.97 -1.22
C 3.753 4.300 -1.855 -1.73 -0.79 0.62
C 2.382 5.139 -1.927 -0.56 -0.45 -0.17
C 1.113 4.428 -1.239 1.00 0.61 0.92
O 0.668 3.337 -2.078 -1.37 1.24 0.39
C -0.602 3.572 -2.709 -0.69 -0.20 -1.74
C -1.610 2.332 -2.507 1.98 -0.90 -1.25
F -0.867 1.159 -2.930 -1.66 2.31 0.97
F -2.702 2.441 -3.419 2.05 -0.07 2.50
C -2.043 2.058 -0.989 -0.40 -1.80 0.89
F -0.957 2.003 -0.068 -2.06 0.37 -2.56
F -2.628 0.737 -0.973 1.21 3.32 0.03
C -3.118 3.085 -0.389 -0.67 0.26 2.84
F -2.735 4.462 -0.501 -0.52 -3.20 -0.30
F -3.167 2.823 1.031 0.23 0.57 -3.32
C -4.618 2.899 -0.925 -2.42 0.79 0.91
F -5.259 1.719 -0.421 2.07 2.63 -1.20
F -5.376 4.005 -0.376 1.85 -2.34 -1.08
C 3.714 3.102 -2.926 2.20 0.37 -1.95
C 4.414 1.809 -2.284 -1.38 2.50 2.01
P 4.885 0.194 -3.147 2.41 -3.47 -2.36
O 6.285 -0.318 -2.829 -3.99 1.95 -0.25
O 4.779 0.502 -4.837 -1.55 -0.36 3.58
O 3.636 -0.954 -2.832 1.43 3.71 0.04
N 4.611 2.088 -1.000 -0.03 -0.28 -1.58
C 5.249 1.314 0.112 0.10 -0.81 1.45
C 4.711 -0.193 0.294 1.24 -0.41 0.98
C 4.422 -0.411 1.880 -0.81 -0.20 -0.34
C 5.715 -0.192 2.802 0.40 -0.56 0.58
N 5.420 0.468 4.116 -0.74 2.16 4.41
C 6.407 0.755 5.177 -1.92 1.51 2.51
C 5.757 1.444 6.403 -2.04 -1.30 -3.90
C 4.220 1.603 6.076 4.78 -2.78 -3.91
C 4.171 0.951 4.672 -1.11 1.58 2.54
C 4.103 3.423 -0.556 0.17 1.51 0.99
H 4.415 7.398 -2.985 0.35 -0.59 -0.47
H 6.013 7.149 -3.270 -0.82 -0.73 -0.12
H 4.260 6.280 -0.006 1.09 0.68 -0.34
H 2.518 6.218 -1.544 -0.21 -1.72 -0.31
H 2.127 5.246 -3.053 0.46 -0.09 1.80
H 0.340 5.242 -1.030 0.69 -1.31 -0.52
H 1.367 3.964 -0.207 -0.30 0.85 -1.69
H -0.405 3.628 -3.850 -0.59 -0.24 1.73
H -1.131 4.543 -2.429 0.83 -1.31 -0.01
H -4.746 2.971 -2.055 0.35 -0.38 1.58
H 2.748 2.947 -3.520 1.13 -0.08 1.42
H 4.450 3.413 -3.758 -0.89 -0.58 0.90
H 3.833 0.368 -5.118 1.16 0.10 0.14
H 2.944 -0.461 -2.319 0.36 -0.89 -0.58
H 6.391 1.346 0.039 -1.68 0.03 -0.34
H 4.983 1.873 1.093 0.37 -0.70 -1.80
H 5.589 -0.900 0.031 -1.73 1.04 -0.05
H 3.777 -0.420 -0.339 1.55 0.34 1.14
H 4.023 -1.477 2.093 0.68 1.76 -0.59
H 3.540 0.290 2.126 1.58 -0.90 -0.04
H 6.176 -1.221 3.073 -0.81 1.63 -0.68
H 6.560 0.409 2.321 -1.30 -0.72 0.39
H 7.516 0.495 5.132 -1.95 0.28 -0.35
H 6.213 1.808 7.384 -0.33 -0.81 -1.88
H 3.397 2.071 6.707 1.29 -0.92 -1.28
H 3.139 0.904 4.180 2.07 -0.27 0.26
H 4.954 3.949 0.001 -0.92 -0.98 -0.60
H 3.314 3.224 0.245 0.74 0.30 -1.34
C -4.598 -4.778 -0.793 0.56 0.15 -0.18
C -5.590 -3.995 -1.226 -0.59 -0.95 -0.06
C -5.422 -2.518 -1.333 0.02 0.59 0.00
O -6.342 -1.835 -1.750 0.07 -0.38 0.06
C -4.138 -1.940 -0.921 -0.28 0.02 -0.13
C -3.148 -2.722 -0.486 0.77 0.99 0.21
C -3.307 -4.201 -0.405 -0.25 -0.70 -0.02
O -2.374 -4.886 -0.019 0.01 0.49 -0.05
O -1.950 -2.198 -0.097 -0.68 -0.94 -0.20
O -6.800 -4.514 -1.590 0.62 1.05 0.15
H -4.704 -5.848 -0.713 0.18 0.21 -0.10
H -4.036 -0.866 -0.987 -0.10 -0.12 0.02
H -1.408 -2.966 0.172 -0.12 0.09 -0.03
H -7.340 -3.746 -1.866 0.08 -0.11 -0.02
C -9.073 -7.444 2.172 -0.01 -0.25 0.29
C -8.304 -6.860 1.250 -1.06 0.86 -0.61
C -6.853 -7.175 1.136 0.65 -0.39 0.23
O -6.187 -6.634 0.269 -0.76 -0.44 0.42
C -6.279 -8.132 2.088 0.05 0.30 -0.37
C -7.047 -8.714 3.012 1.06 -0.82 0.65
C -8.505 -8.419 3.109 -0.86 0.22 0.01
O -9.179 -8.983 3.953 0.49 -0.01 -0.10
O -6.527 -9.602 3.904 -1.06 0.79 -0.61
O -8.816 -5.950 0.374 1.11 -0.81 0.58
H -10.129 -7.226 2.263 0.04 -0.02 -0.02
H -5.220 -8.338 2.006 -0.04 -0.01 0.01
H -7.281 -9.880 4.462 0.14 -0.01 -0.05
H -8.062 -5.676 -0.190 -0.13 0.06 -0.06
```
Forces are in eV/Å.

Computed properties:
2S+1: 1
HOMO, eV: -9.908
DFT total energy, Ha: -3826.4282
Total charge: +1
HOMO-LUMO gap, Eh: 0.1767